Formula: C4H13N2O
Source: the Open Molecules 2025 dataset
Level of theory: the ωB97M-V functional and the def2-TZVPD basis

Geometry (Å):
C 1.023 -0.311 -0.273
C -0.013 -0.521 -1.299
H 0.034 -1.563 -1.635
H -1.699 0.837 -1.021
H 1.819 1.435 -1.152
H -2.776 -0.387 0.599
H 1.340 -2.195 0.707
N 1.578 1.088 -0.223
H -0.795 0.747 1.528
H -0.780 1.972 2.432
H -2.124 -0.637 -1.740
H 0.856 1.597 0.318
H 2.456 1.106 0.297
H 0.292 -0.111 -2.249
C 1.538 -1.134 0.597
C -1.472 -0.233 -0.959
H 2.394 -0.972 1.247
N -1.812 -0.621 0.405
O -0.227 1.497 1.805
H -1.630 -1.595 0.616

Summary:
F_max	2.199	eV/Å
charge	+1
ΔE to the lowest compared entry with this formula, charge and spin	1.8688	eV
E_tot	-9379.715	eV
frontier orbital gap	10.5	eV

Here are the Löwdin charges for atoms 1 to 6, given in e: number 1, C, carries -0.3124; number 2, C, carries -0.1472; number 3, H, carries 0.1360; number 4, H, carries 0.1171; number 5, H, carries 0.1745; number 6, H, carries 0.0946